The following is a quantum chemistry calculation of a molecular structure, C44H61As4ClN3O5PdS, from the OMol25 dataset.

**HOMO level (spin up / spin down)**: -0.374 / -0.360 hartree
**Electronic energy**: -331507.85408 eV
**Frontier orbital gap (spin up / spin down)**: 6.7 / 6.8 eV
**Charge**: +1
**Multiplicity**: 1

Each line ends with the Mulliken charge.
CARTESIAN COORDINATES (ANGSTROEM)
1 Pd 0.735 -0.889 -0.458  0.56
2 C -2.849 -0.610 3.497  -1.38
3 As -1.176 -0.865 2.467  0.79
4 C -1.839 0.109 0.903  -0.07
5 C -1.575 -2.651 1.665  -1.93
6 C -0.839 -3.894 2.202  2.46
7 C -1.638 -5.136 1.775  -2.21
8 C 0.568 -4.032 1.577  -1.99
9 As 1.648 -2.438 1.165  0.95
10 C 3.226 -3.427 0.565  -1.59
11 C 2.383 -1.849 2.865  -1.20
12 C -0.708 -3.879 3.733  -1.59
13 As -2.426 -3.954 4.738  0.25
14 C -1.727 -3.145 6.388  -1.26
15 C -2.276 -5.813 5.364  -1.20
16 H -2.800 -1.047 4.490  0.34
17 H -3.691 -1.049 2.961  0.32
18 H -3.018 0.462 3.606  0.46
19 H -2.693 -0.415 0.470  0.35
20 H -1.049 0.208 0.136  -0.99
21 H -2.154 1.117 1.152  0.35
22 H -1.345 -2.554 0.596  0.32
23 H -2.655 -2.798 1.759  0.77
24 H -1.792 -5.142 0.694  0.45
25 H -2.618 -5.143 2.256  0.56
26 H -1.110 -6.052 2.053  0.38
27 H 0.478 -4.519 0.600  0.55
28 H 1.191 -4.680 2.199  0.52
29 H 3.590 -4.059 1.374  0.47
30 H 4.015 -2.731 0.281  0.41
31 H 2.982 -4.060 -0.288  0.45
32 H 2.633 -2.719 3.471  0.60
33 H 1.684 -1.207 3.393  0.12
34 H 3.289 -1.282 2.654  0.47
35 H -0.170 -2.979 4.048  0.37
36 H -0.113 -4.741 4.049  0.83
37 H -1.438 -2.108 6.219  0.37
38 H -0.860 -3.698 6.751  0.38
39 H -2.500 -3.165 7.155  0.43
40 H -2.493 -6.519 4.563  0.34
41 H -2.996 -5.979 6.165  0.42
42 H -1.275 -6.008 5.750  0.37
43 O 1.870 0.681 0.965  1.59
44 As 2.426 2.223 0.721  -0.33
45 C 3.470 2.772 2.245  0.30
46 C 3.553 1.960 3.366  -0.30
47 C 4.250 2.403 4.481  -0.69
48 C 4.853 3.653 4.471  -0.48
49 C 4.757 4.468 3.351  -0.73
50 C 4.063 4.030 2.235  -0.51
51 C 3.679 2.198 -0.759  0.90
52 C 3.593 2.893 -1.957  -0.12
53 C 4.544 2.664 -2.945  -0.59
54 C 5.565 1.749 -2.743  -0.66
55 C 5.653 1.057 -1.540  -0.64
56 C 4.714 1.286 -0.549  -1.01
57 C 0.991 3.506 0.695  0.93
58 C 0.008 3.248 1.644  -0.73
59 C -1.045 4.132 1.799  -0.66
60 C -1.108 5.278 1.017  -0.64
61 C -0.115 5.540 0.085  -0.72
62 C 0.944 4.658 -0.077  -0.42
63 H 3.065 0.991 3.352  0.35
64 H 4.317 1.775 5.360  0.43
65 H 5.398 3.995 5.341  0.40
66 H 5.218 5.447 3.350  0.41
67 H 3.977 4.660 1.356  0.36
68 H 2.804 3.611 -2.144  -0.11
69 H 4.480 3.206 -3.880  0.52
70 H 6.297 1.574 -3.520  0.41
71 H 6.447 0.340 -1.379  0.44
72 H 4.765 0.755 0.395  0.37
73 H 0.075 2.352 2.253  0.35
74 H -1.822 3.929 2.525  0.46
75 H -1.936 5.963 1.129  0.42
76 H -0.155 6.440 -0.515  0.46
77 H 1.715 4.875 -0.804  0.33
78 Cl -0.774 -1.788 -6.986  -0.21
79 C 0.232 -1.694 -5.582  0.41
80 C 0.256 -2.755 -4.681  -1.09
81 C 1.014 -2.656 -3.537  -0.23
82 C 1.759 -1.491 -3.248  1.32
83 C 2.473 -1.364 -2.017  -2.02
84 C 1.765 -0.468 -4.216  -0.05
85 C 1.006 -0.562 -5.363  -1.00
86 H -0.326 -3.644 -4.886  0.46
87 H 1.029 -3.474 -2.826  0.41
88 H 3.124 -0.507 -1.893  0.02
89 H 2.806 -2.281 -1.553  0.82
90 H 2.387 0.406 -4.052  0.46
91 H 1.010 0.234 -6.097  0.51
92 C -6.024 0.349 -2.117  -0.76
93 C -6.137 1.859 -2.252  -0.69
94 S -4.523 2.661 -2.347  1.08
95 O -4.725 4.069 -2.148  -0.70
96 O -3.615 1.968 -1.465  -0.47
97 C -3.965 2.471 -4.067  -1.13
98 C -3.083 1.273 -4.451  -1.15
99 N -1.875 1.045 -3.653  0.93
100 C -1.669 0.039 -2.780  -0.47
101 N -0.505 0.169 -2.154  1.82
102 C 0.053 1.315 -2.598  -1.65
103 C -0.765 1.871 -3.545  -0.41
104 N -0.455 2.973 -4.374  1.23
105 O -1.256 3.329 -5.223  -0.70
106 O 0.646 3.475 -4.221  -0.67
107 C -2.537 -1.147 -2.583  -1.13
108 H -6.976 -0.073 -1.800  0.46
109 H -5.269 0.108 -1.371  0.04
110 H -5.748 -0.116 -3.065  0.20
111 H -6.594 2.323 -1.378  0.41
112 H -6.685 2.175 -3.139  0.42
113 H -3.452 3.409 -4.267  0.49
114 H -4.877 2.452 -4.664  0.69
115 H -2.763 1.440 -5.478  0.38
116 H -3.666 0.357 -4.428  0.65
117 H 1.015 1.655 -2.267  0.63
118 H -3.403 -1.157 -3.239  0.70
119 H -2.876 -1.179 -1.547  -0.16
120 H -1.945 -2.041 -2.771  0.04